The following is a quantum chemistry calculation of a 11-piece molecular cluster, C4H29NO10 overall at a distorted geometry, from the OMol25 dataset.

Element x y z (Å)
C 2.401 0.642 -2.302
C 2.115 1.449 -1.123
C 2.890 2.783 -1.196
C 1.514 1.030 0.011
N 1.039 -0.284 0.127
H 2.215 -0.402 -2.307
H 1.851 1.004 -3.237
H 3.428 0.768 -2.381
H 3.957 2.702 -1.786
H 2.212 3.283 -1.907
H 3.150 3.161 -0.222
H 1.502 1.440 0.964
H 1.024 -0.617 1.167
H 1.402 -1.014 -0.502
O -4.247 -2.235 -0.329
H -3.750 -1.718 -1.019
H -4.361 -1.432 0.375
O -1.315 3.049 2.990
H -2.230 3.078 3.196
H -1.340 2.927 2.028
O -2.227 -3.159 1.961
H -2.697 -2.657 1.306
H -2.498 -3.041 2.823
O 1.856 -3.889 -2.161
H 1.017 -4.316 -2.226
H 1.846 -3.527 -1.338
O -0.667 0.346 -2.295
H -0.339 0.731 -1.406
H -0.118 -0.378 -2.300
O 1.155 -3.446 0.335
H 0.593 -3.575 1.057
H 1.899 -2.879 0.628
O 0.041 3.780 -0.967
H -0.261 4.670 -0.557
H 0.826 3.782 -1.342
O 0.189 -2.284 2.097
H 0.473 -2.204 3.005
H -0.683 -2.643 2.015
O -1.270 1.910 0.660
H -1.045 2.189 -0.289
H -1.105 0.963 0.635
O -3.752 -0.009 1.680
H -2.943 0.566 1.661
H -3.746 -0.544 2.470

Properties
Gap between HOMO and LUMO   7.899 eV
E_HOMO   -8.089 eV
SMILES   CC(C)=CN.O.O.O.O.O.O.O.O.O.O
Energy relative to the best compared isomer or geometry (same formula, charge and spin)   497.5 kJ/mol

=====

The following is a quantum chemistry calculation of C49H47BF10N13S2SbSr as an isolated structure at a distorted geometry, from the OMol25 dataset.

Element x y z (Å)
Sr 0.243 -0.474 1.323
C 1.087 2.987 0.983
N 0.962 1.713 1.682
C 2.330 1.101 1.817
C 2.649 0.039 2.908
N 2.113 -1.304 2.706
C 2.527 -2.235 3.580
C 2.095 -3.575 3.352
F 1.294 -3.803 2.304
C 2.444 -4.645 4.135
F 2.000 -5.877 3.835
C 3.266 -4.475 5.242
F 3.619 -5.526 6.015
C 3.703 -3.203 5.521
F 4.493 -2.995 6.593
C 3.348 -2.122 4.727
F 3.835 -0.921 5.145
C 0.209 1.845 2.960
C -0.409 0.560 3.621
N -1.681 0.214 3.010
C -2.500 -0.548 3.752
C -3.892 -0.564 3.452
F -4.350 0.221 2.460
C -4.819 -1.311 4.139
F -6.122 -1.239 3.806
C -4.441 -2.115 5.203
F -5.357 -2.832 5.893
C -3.104 -2.149 5.537
F -2.697 -2.943 6.543
C -2.174 -1.406 4.834
F -0.876 -1.602 5.177
H 1.574 3.746 1.616
H 0.099 3.317 0.672
H 1.699 2.856 0.093
H 3.021 1.925 2.026
H 2.624 0.714 0.827
H 2.382 0.487 3.874
H 3.747 0.012 2.883
H -0.642 2.487 2.738
H 0.871 2.334 3.689
H -0.452 0.798 4.690
H 0.295 -0.286 3.566
N -3.630 4.709 1.043
C -2.349 4.305 1.110
N -2.243 3.078 0.673
C -3.519 2.758 0.334
N -4.399 3.722 0.546
C -3.917 1.468 -0.257
C -5.158 1.342 -0.874
N -5.581 0.191 -1.388
C -4.741 -0.831 -1.278
C -3.491 -0.704 -0.683
N -3.073 0.443 -0.166
H -4.039 5.581 1.323
H -1.544 4.928 1.466
H -5.814 2.200 -0.951
H -5.058 -1.789 -1.676
H -2.814 -1.546 -0.609
C -2.579 -4.554 1.054
C -1.885 -5.494 0.302
C -0.762 -5.086 -0.399
C -0.338 -3.753 -0.342
C -1.005 -2.760 0.400
C -2.137 -3.236 1.089
C 0.908 -3.407 -1.075
C 1.204 -4.063 -2.312
C 2.366 -3.804 -2.963
C 3.301 -2.913 -2.382
C 4.565 -2.634 -2.947
C 5.438 -1.792 -2.315
C 5.081 -1.203 -1.083
C 3.861 -1.453 -0.522
C 2.928 -2.298 -1.166
N 1.722 -2.509 -0.565
H -3.454 -4.853 1.623
H -2.201 -6.530 0.277
H -0.195 -5.825 -0.958
H -2.720 -2.541 1.695
H 0.466 -4.732 -2.733
H 2.592 -4.267 -3.918
H 4.829 -3.104 -3.889
H 6.404 -1.577 -2.754
H 5.772 -0.534 -0.588
H 3.583 -1.049 0.442
C -2.887 4.724 -2.175
N -1.549 5.185 -1.894
C -1.189 6.495 -1.642
C 0.158 6.508 -1.554
N 0.634 5.230 -1.749
B 2.200 4.949 -1.653
N 2.567 3.789 -2.609
C 2.187 3.771 -3.934
C 2.534 2.584 -4.467
N 3.145 1.867 -3.456
C 3.611 0.504 -3.557
C 3.184 2.618 -2.317
S 3.942 2.124 -0.881
C -0.420 4.404 -1.966
S -0.437 2.745 -2.269
H -3.207 5.042 -3.170
H -3.583 5.109 -1.428
H -2.876 3.636 -2.140
H -1.920 7.281 -1.553
H 0.835 7.322 -1.366
H 2.721 5.984 -2.033
H 2.499 4.677 -0.522
H 1.650 4.595 -4.369
H 2.371 2.165 -5.444
H 3.993 0.326 -4.563
H 2.806 -0.203 -3.342
H 4.398 0.355 -2.822
C 0.145 -1.480 -4.892
Sb -0.826 -0.961 -3.031
C -2.264 0.310 -4.002
C -2.136 -2.684 -3.123
H -0.608 -1.693 -5.654
H 0.772 -2.359 -4.747
H 0.771 -0.653 -5.230
H -2.749 -0.254 -4.802
H -1.771 1.194 -4.401
H -3.013 0.639 -3.281
H -1.750 -3.377 -3.873
H -3.127 -2.351 -3.434
H -2.199 -3.200 -2.167

Properties
Gap between HOMO and LUMO   6.033 eV
E_HOMO   -2.302 eV
Net charge   -2

=====

The following is a quantum chemistry calculation of a 2-piece molecular cluster, C5H7Cl2OP overall at a distorted geometry, from the OMol25 dataset.

Element x y z (Å)
C 1.216 1.300 -0.285
C 1.226 0.038 -0.186
C -0.308 1.745 -0.232
C -1.125 0.669 -0.816
C -0.398 -1.816 1.055
O -0.423 -1.790 -1.726
P -0.180 -0.957 -0.504
Cl 2.231 2.644 -0.056
Cl 3.174 -1.846 0.933
H -0.433 2.038 0.851
H -0.436 2.719 -0.858
H -2.069 0.781 -0.428
H -1.074 0.764 -1.822
H -1.471 -2.236 0.949
H 0.307 -2.719 1.057
H -0.240 -1.333 2.070

Properties
Gap between HOMO and LUMO (alpha / beta)   9.645 / 5.565 eV
Multiplicity   3
E_HOMO (alpha / beta)   -9.055 / -9.842 eV

=====

The following is a quantum chemistry calculation of a 2-piece molecular cluster, C5H8N2O2 overall at a distorted geometry, from the OMol25 dataset.

Element x y z (Å)
N -1.511 -1.432 2.543
C -1.038 -0.760 1.420
O -1.179 0.549 1.314
N -0.270 -1.169 0.501
O 0.086 -2.567 0.362
H -1.362 -2.395 2.375
H -2.337 -0.964 2.848
H -0.574 1.026 0.752
H 0.109 -2.637 -0.632
C 1.387 0.125 -3.093
C 1.213 0.605 -1.998
C 1.280 1.309 -0.766
C 0.435 2.319 -0.551
H 1.460 -0.572 -3.872
H 2.158 0.876 -0.215
H 0.441 2.988 0.392
H -0.297 2.701 -1.380

Properties
Gap between HOMO and LUMO   9.251 eV
E_HOMO   -8.664 eV
SMILES   N/C(O)=N\O.C#CC=C
Energy relative to the best compared isomer or geometry (same formula, charge and spin)   599.5 kJ/mol

=====

The following is a quantum chemistry calculation of C10H21ClNO2P2STl as an isolated structure at a distorted geometry, from the OMol25 dataset.

Element x y z (Å)
C 0.363 -0.155 -5.676
C 0.112 0.223 -4.260
H 1.446 -0.168 -5.851
H -0.116 0.592 -6.334
H -0.061 -1.159 -5.860
O 0.926 0.436 -3.371
Cl -1.647 0.380 -3.897
Tl -0.558 -0.147 -0.964
P -0.184 2.315 0.461
C 1.029 3.366 1.324
C -0.225 3.179 -1.156
H -0.429 4.243 -0.957
H -1.763 4.060 0.975
H -1.013 2.776 -1.807
H -2.595 2.504 0.731
H 2.037 3.158 0.942
H 0.736 3.057 -1.675
C -1.723 2.984 1.189
H 0.776 4.420 1.128
H -1.756 2.787 2.268
H 1.017 3.165 2.403
P 0.022 -2.340 0.832
C 1.317 -3.157 1.816
C -1.466 -3.046 1.627
H -0.736 -3.176 -1.360
H -0.050 -4.463 -0.326
H 1.032 -3.303 -1.185
C 0.074 -3.420 -0.657
H -2.366 -2.704 1.105
H -1.407 -4.139 1.552
H 1.153 -4.245 1.763
H 1.276 -2.813 2.856
H -1.527 -2.715 2.670
H 2.302 -2.914 1.398
C 1.687 0.154 2.040
O 2.766 0.279 2.402
S -0.709 0.031 3.239
C -0.061 -0.010 4.745
N 0.322 -0.034 5.868

Properties
Gap between HOMO and LUMO (alpha / beta)   5.071 / 6.610 eV
E_HOMO (alpha / beta)   -15.609 / -15.694 eV
Net charge   +2
Energy relative to the best compared isomer or geometry (same formula, charge and spin)   14.7 kJ/mol

=====

The following is a quantum chemistry calculation of one molecule with the formula C4H8N2O2S at a distorted geometry, from the OMol25 dataset.

Element x y z (Å)
C -2.610 0.398 0.006
C -1.325 0.150 -0.182
C -0.971 -1.237 -0.502
C -0.390 1.272 -0.048
N 0.858 1.336 0.039
S 1.850 -0.162 0.091
N 1.896 -0.991 1.401
O 1.673 -0.935 -1.078
O 3.204 0.764 -0.181
H -2.955 1.345 0.262
H -3.235 -0.447 -0.036
H -0.559 -1.265 -1.523
H -1.911 -1.843 -0.583
H -0.206 -1.765 0.139
H -0.981 2.254 0.025
H 2.556 -0.483 1.941
H 3.105 1.608 0.228

Properties
Gap between HOMO and LUMO   9.813 eV
E_HOMO   -9.882 eV
SMILES   C=C(C)/C=N\[S@@](=N)(=O)O
Energy relative to the best compared isomer or geometry (same formula, charge and spin)   353.4 kJ/mol